No. 1
Molecular formula: C3H6BrClO2S
Method: DFT, ωB97M-V/def2-TZVPD

Computed properties:
Relative energy (zero: lowest compared OMol25 entry of this formula, charge and spin) (kJ/mol): 0.0
Kohn-Sham gap (eV): 10.1
Charge: 0
HOMO level (eV): -9.9

CARTESIAN COORDINATES (ANGSTROEM)
C 1.91808 0.14051 1.05400
C 1.42322 -0.24539 -1.35653
C 1.26098 0.47325 -0.02255
O -1.79896 -1.21953 -0.59444
O -2.43866 0.00770 1.51805
S -2.46970 -0.04833 -0.12261
Cl -4.52766 -0.61871 -0.41190
Br -0.11698 1.82836 0.10255
H 2.57070 -0.62996 1.13729
H 1.63647 0.61749 2.08069
H -1.87266 0.75611 1.73650
H 2.35023 -0.74934 -1.39277
H 0.47230 -0.83438 -1.59323
H 1.59263 0.52222 -2.13505

Atomic forces in eV per Å
C -2.575 3.065 3.405
C -2.066 1.872 -0.404
C -0.179 -0.796 -1.155
O 0.651 -0.322 0.295
O -0.464 -0.795 -0.819
S -1.496 0.105 -0.136
Cl 0.506 0.301 0.510
Br 0.980 0.054 -0.222
H 2.024 -2.178 -0.284
H 0.693 -0.707 -2.046
H 0.231 0.321 0.102
H 0.691 -1.278 0.398
H 1.595 0.582 0.239
H -0.591 -0.225 0.115

No. 2
Molecular formula: CH5NO2S
Method: DFT, ωB97M-V/def2-TZVPD

Computed properties:
Relative energy (zero: lowest compared OMol25 entry of this formula, charge and spin) (kJ/mol): 284.8
Kohn-Sham gap (eV): 10.1
Charge: 0
HOMO level (eV): -9.3

CARTESIAN COORDINATES (ANGSTROEM)
C 2.42142 0.16471 -0.11192
N 1.41415 0.57831 0.49764
O -3.35853 0.71470 -0.42569
O -1.17014 -0.80581 -0.14163
S -2.74378 -0.37542 0.34981
H -0.38705 -0.21109 0.09459
H 3.25807 0.80862 -0.12452
H 2.27489 -0.81071 -0.77026
H 1.54605 1.53310 0.82691
H -3.25509 -1.59641 -0.19494

Atomic forces in eV per Å
C -1.075 -2.109 -1.867
N -1.744 0.302 0.116
O 0.604 -0.758 0.059
O -0.779 0.468 -0.186
S 0.960 -0.342 -0.216
H -1.243 -0.302 0.287
H 1.536 0.040 -0.537
H 0.928 1.886 1.654
H 0.089 -0.188 0.508
H 0.725 1.001 0.182

No. 3
Molecular formula: C3H2Br2ClF
Method: DFT, ωB97M-V/def2-TZVPD

Computed properties:
Relative energy (zero: lowest compared OMol25 entry of this formula, charge and spin) (kJ/mol): 413.4
Kohn-Sham gap (alpha / beta) (eV): 7.1 / 7.6
Charge: 0
HOMO level (alpha / beta) (eV): -8.8 / -9.0

CARTESIAN COORDINATES (ANGSTROEM)
C 1.31799 -0.94378 0.01567
C 1.67533 -1.51791 -2.01966
C 0.39582 0.25836 -0.05402
F 2.51494 -2.52193 -2.18936
Cl 0.18734 -1.79878 -2.75476
Br 3.02057 -0.79166 0.80162
Br 1.07565 2.09141 0.16287
H 0.02791 0.01856 -1.03781
H -0.29604 0.05520 0.76868

Atomic forces in eV per Å
C 1.288 0.305 -2.301
C 0.502 0.343 3.010
C 1.543 -1.551 0.730
F -0.621 0.556 0.057
Cl -0.613 -0.407 -0.740
Br -0.535 0.020 0.058
Br -0.232 -0.637 -0.244
H -1.015 1.031 -0.222
H -0.317 0.340 -0.349

No. 4
Molecular formula: Cl2H2NOP
Method: DFT, ωB97M-V/def2-TZVPD

Computed properties:
Relative energy (zero: lowest compared OMol25 entry of this formula, charge and spin) (kJ/mol): 123.0
SMILES: N=P(O)(Cl)Cl
Kohn-Sham gap (eV): 9.8
Charge: 0
HOMO level (eV): -10.7

CARTESIAN COORDINATES (ANGSTROEM)
N -0.41376 -0.78244 0.35476
P 0.40309 0.46274 0.75941
O 0.11965 1.68552 -0.05260
Cl 0.51310 1.19581 2.59168
Cl 2.89355 0.53844 0.61616
H 0.08335 -1.47669 1.05366
H 0.79243 2.36204 0.00307

Atomic forces in eV per Å
N 2.238 -0.992 2.202
P 2.811 -2.004 0.929
O -1.062 2.189 -2.304
Cl -0.264 -0.230 0.971
Cl -2.498 -0.284 -0.153
H -1.615 0.795 -1.579
H 0.390 0.527 -0.066